Molecular formula: C18H20Cl2F2MgN2O2S
Method: DFT, ωB97M-V with the def2-TZVPD basis set

XYZ file:
```
48
Properties=species:S:1:pos:R:3:forces:R:3:nbo_charge:R:1
Mg 8.590 -6.643 14.057 -2.3 0.1 -0.4 1.64
Cl 9.354 -4.892 16.061 0.2 0.0 -0.2 0.03
C 10.133 -3.648 15.146 0.5 1.7 -1.1 -0.07
C 10.641 -2.578 15.876 0.9 0.3 -0.2 -0.23
C 11.399 -1.550 15.253 -0.7 -0.3 -0.2 -0.29
C 11.546 -1.529 13.868 -0.6 -1.9 -0.7 -0.24
C 11.022 -2.612 13.081 -0.3 0.9 2.5 -0.09
Cl 11.365 -2.634 11.382 -0.1 0.2 0.1 -0.02
C 10.200 -3.631 13.683 0.5 -0.3 0.0 -0.19
S 9.427 -4.777 12.652 0.5 0.2 0.1 -0.42
H 10.527 -2.539 16.969 0.0 -0.2 -0.6 0.21
H 11.859 -0.771 15.860 -0.2 -0.1 -0.1 0.19
H 12.069 -0.751 13.334 0.2 0.1 0.1 0.20
C 8.290 -8.973 16.608 0.7 0.2 0.4 -0.43
N 7.453 -8.573 15.486 0.2 -0.6 0.5 -0.45
C 6.077 -8.475 15.973 0.1 1.5 -0.5 -0.42
C 7.508 -9.641 14.471 -0.2 -0.1 -0.6 -0.24
C 7.005 -9.152 13.125 -0.6 -0.6 -0.8 -0.10
C 6.337 -10.010 12.239 0.0 -0.8 1.0 -0.24
C 5.666 -9.547 11.121 -0.1 0.4 -0.6 -0.29
C 5.743 -8.187 10.822 0.3 0.3 1.2 -0.26
C 6.489 -7.364 11.693 -1.0 -0.4 -1.7 -0.28
C 7.167 -7.819 12.785 1.4 0.2 1.2 -0.43
H 7.899 -9.900 17.039 -0.1 -0.4 0.3 0.13
H 8.273 -8.219 17.426 0.0 -0.2 -0.6 0.18
H 9.336 -9.157 16.288 -0.6 0.2 0.1 0.26
H 5.697 -9.465 16.156 -0.4 -0.7 0.4 0.14
H 5.464 -7.983 15.212 0.0 -0.2 0.0 0.22
H 6.004 -7.838 16.871 0.2 -0.3 -0.3 0.20
H 6.894 -10.514 14.790 0.2 0.2 0.1 0.14
H 8.522 -10.011 14.354 0.3 0.2 0.3 0.22
H 6.313 -11.091 12.455 -0.2 0.3 0.0 0.17
H 5.044 -10.219 10.525 0.3 0.1 0.0 0.18
H 5.218 -7.716 10.007 -0.3 -0.1 -0.3 0.18
H 6.470 -6.304 11.506 0.2 0.5 -0.3 0.18
N 11.234 -8.259 11.677 -0.1 0.5 -1.0 -0.82
C 11.812 -8.889 12.813 0.2 -0.2 1.9 -0.32
C 10.940 -8.783 14.103 -1.8 0.9 0.8 0.80
O 11.119 -9.617 15.012 0.4 0.4 -0.8 -0.74
O 10.034 -7.846 14.175 2.6 -1.7 -0.3 -0.93
H 11.626 -8.606 10.808 0.0 0.1 0.2 0.34
H 11.357 -7.246 11.704 -0.3 -0.3 0.0 0.38
H 12.799 -8.453 13.138 -0.4 -0.6 -0.3 0.16
H 11.900 -9.981 12.695 0.2 0.5 -0.3 0.20
F 6.378 -4.272 14.026 -0.9 2.8 -0.8 -0.41
C 6.623 -5.478 14.528 1.8 -3.7 -0.6 -0.02
F 6.411 -5.375 15.907 -1.0 0.4 1.5 -0.46
H 5.830 -6.175 14.115 0.0 0.7 0.6 0.05
```
Forces are in eV/Å.

Energy above the lowest of the compared OMol25 structures with the same formula, charge and spin, kcal/mol: 0.0
HOMO energy, eV: 0.06
Net charge: -2
Frontier orbital gap, Ha: 0.17034
Spin multiplicity: 1



Molecular formula: C6H8
Method: DFT, ωB97M-V with the def2-TZVPD basis set

XYZ file:
```
14
Properties=species:S:1:pos:R:3:forces:R:3:nbo_charge:R:1
C -0.153 -1.064 0.452 -2.6 0.5 -3.4 -0.30
C -0.931 -1.814 -0.660 6.1 9.2 3.9 0.00
C -0.688 0.209 1.095 -0.2 -0.6 -1.2 -0.41
C 0.882 1.224 -0.754 0.4 1.0 0.5 -0.63
C -1.539 -2.741 -1.185 -4.2 -7.1 -1.7 -0.20
C 0.645 0.340 0.458 0.9 -1.4 0.7 -0.16
H 0.242 -1.652 1.166 1.7 -2.4 2.1 0.20
H 1.490 0.817 -1.558 -0.3 -0.6 0.0 0.22
H -1.476 0.556 0.454 -0.5 0.6 0.3 0.22
H -0.862 0.135 2.150 0.0 0.4 0.3 0.22
H 1.471 2.115 -0.461 -0.2 -0.4 0.3 0.22
H -0.033 1.664 -1.151 -0.1 -0.4 -0.1 0.22
H -2.019 -3.155 -2.071 0.4 0.7 -0.2 0.17
H 1.520 0.192 1.194 -1.3 0.4 -1.5 0.22
```
Forces are in eV/Å.

Energy above the lowest of the compared OMol25 structures with the same formula, charge and spin, kcal/mol: 84.1
HOMO energy (spin up / spin down), eV: -5.23 / -9.67
Frontier orbital gap (spin up / spin down), Ha: 0.23484 / 0.26789
Spin multiplicity: 3



Molecular formula: C2H14O4S2
Method: DFT, ωB97M-V with the def2-TZVPD basis set

XYZ file:
```
22
Properties=species:S:1:pos:R:3:forces:R:3:nbo_charge:R:1
C -2.042 -3.171 -0.361 -1.0 0.3 -1.5 -0.78
S -0.265 -3.079 -0.069 0.1 -1.3 0.0 0.10
S 0.456 -1.230 -0.042 -0.5 1.1 0.5 0.09
C 1.130 -0.562 -1.569 0.9 -1.1 -1.2 -0.79
H -2.294 -2.859 -1.382 0.3 0.2 0.1 0.22
H -2.315 -4.228 -0.405 0.4 -0.1 0.4 0.24
H -2.782 -2.664 0.258 0.6 0.1 0.6 0.22
H 1.037 0.517 -1.506 0.1 0.0 0.2 0.23
H 2.160 -0.906 -1.622 0.4 0.6 0.4 0.23
H 0.834 -0.885 -2.571 -1.1 -0.1 0.4 0.23
H -1.226 0.953 2.496 0.2 0.0 -0.1 0.46
H -1.501 -0.501 2.535 0.3 -0.3 -0.1 0.48
O -0.810 0.114 2.253 -0.8 0.4 0.6 -0.93
H 1.735 0.594 2.443 0.1 0.1 -0.1 0.48
H 0.784 1.490 3.145 0.1 0.1 0.1 0.46
O 1.676 1.496 2.785 0.0 -0.2 0.0 -0.94
H 2.550 1.275 -3.693 0.1 -0.1 -0.1 0.47
H 3.533 1.810 -2.673 0.1 -0.1 0.0 0.47
O 3.356 1.039 -3.223 -0.1 0.2 0.0 -0.93
H -2.191 4.184 1.558 0.0 0.1 0.0 0.47
H -1.681 2.899 0.922 0.1 -0.1 -0.1 0.46
O -2.147 3.713 0.721 -0.1 0.0 0.0 -0.93
```
Forces are in eV/Å.

Energy above the lowest of the compared OMol25 structures with the same formula, charge and spin, kcal/mol: 33.2
HOMO energy, eV: -8.70
Structure (SMILES): CSSC.O.O.O.O
Frontier orbital gap, Ha: 0.32356
Spin multiplicity: 1



Molecular formula: C5H28N3O7
Method: DFT, ωB97M-V with the def2-TZVPD basis set

XYZ file:
```
43
Properties=species:S:1:pos:R:3:forces:R:3:nbo_charge:R:1
C -3.375 1.173 -0.529 -0.7 0.4 -0.7 -0.62
C -2.202 0.800 -1.425 0.3 -0.3 0.5 -0.06
C -2.424 -0.598 -2.040 0.2 0.4 0.2 -0.43
C -1.355 -1.006 -3.057 0.1 -0.4 -0.3 -0.21
N 1.845 -0.706 -1.329 0.5 -0.9 0.3 -0.80
C 0.806 -0.398 -2.105 1.1 0.2 -0.2 0.23
N -0.051 -1.353 -2.473 -1.2 -0.6 -0.3 -0.61
N -0.931 0.832 -0.692 -0.2 0.0 0.1 -0.85
H -3.247 2.138 -0.028 0.0 0.0 -0.3 0.21
H -3.538 0.459 0.250 0.2 -0.7 0.6 0.21
H -4.315 1.158 -1.108 0.2 0.3 0.2 0.20
H -2.129 1.522 -2.254 0.0 -0.1 0.2 0.18
H -3.417 -0.579 -2.485 -0.1 -0.1 -0.4 0.21
H -2.474 -1.360 -1.262 0.0 0.0 0.3 0.21
H -1.239 -0.166 -3.780 0.2 -0.7 0.3 0.19
H -1.653 -1.926 -3.611 -0.1 0.8 0.2 0.20
H 2.462 -0.006 -0.932 -0.3 0.2 0.1 0.44
H 1.848 -1.606 -0.850 -0.2 0.4 -0.1 0.39
H 0.799 0.552 -2.597 -0.2 0.3 0.0 0.18
H -0.053 -2.201 -1.900 0.0 0.4 -0.2 0.40
H -0.706 1.761 -0.362 -0.1 0.1 0.1 0.37
H -0.949 0.205 0.113 0.0 0.2 -0.2 0.36
H 1.119 -0.541 2.821 -0.2 0.1 0.0 0.50
H 0.131 0.645 2.726 0.0 0.3 -0.2 0.49
O 0.180 -0.291 2.928 -0.1 -0.2 0.2 -1.02
H 0.795 3.338 1.080 -0.1 -0.3 0.0 0.50
H 1.260 3.123 2.513 0.1 -0.1 0.1 0.46
O 1.010 2.627 1.724 -0.1 0.4 0.2 -1.03
H 0.602 -4.321 0.697 0.0 0.2 -0.1 0.46
H -0.210 -3.093 1.230 0.6 -0.2 -0.7 0.50
O 0.476 -3.375 0.546 -0.3 0.1 0.4 -1.04
H -0.335 5.096 -0.083 -0.1 0.1 0.0 0.48
H 0.982 4.755 -0.795 -0.1 -0.1 0.0 0.47
O 0.296 4.383 -0.221 0.1 0.1 -0.2 -1.04
H 3.369 -1.280 3.299 -0.4 0.1 -0.5 0.48
H 2.725 -1.886 1.996 0.0 0.3 0.3 0.49
O 2.771 -1.079 2.549 0.5 -0.6 0.2 -1.04
H 2.362 1.697 0.970 -0.1 -0.3 0.1 0.50
H 3.027 0.328 1.348 -0.2 0.5 -0.3 0.49
O 2.936 0.989 0.633 0.6 -0.1 0.1 -1.03
H -0.924 -1.600 2.540 0.1 -0.1 0.2 0.52
H -1.343 -2.998 3.127 0.0 0.3 -0.1 0.48
O -1.295 -2.481 2.312 -0.3 -0.1 0.1 -0.99
```
Forces are in eV/Å.

HOMO energy (spin up / spin down), eV: -2.05 / -8.71
Frontier orbital gap (spin up / spin down), Ha: 0.08780 / 0.33340
Spin multiplicity: 2



Molecular formula: C15H30N2O8S
Method: DFT, ωB97M-V with the def2-TZVPD basis set

XYZ file:
```
56
Properties=species:S:1:pos:R:3:forces:R:3:nbo_charge:R:1
O 5.633 -1.223 -3.170 0.0 0.1 -0.3 -0.63
O 5.093 -2.146 1.920 -0.3 0.4 -0.1 -0.64
O -3.249 -1.292 -0.866 -0.3 0.0 0.1 -0.55
O -3.669 3.485 -2.384 0.1 -0.6 0.5 -0.71
O -4.017 1.534 -1.215 0.1 0.5 0.2 -0.51
O -4.538 5.024 -0.143 -0.1 -0.3 -0.1 -0.73
O -6.345 1.218 0.738 0.4 -0.1 -0.1 -0.73
O -5.811 3.569 1.952 0.2 -0.2 0.0 -0.74
S 1.082 -0.141 1.333 0.1 0.1 0.1 0.16
C 5.264 -1.610 -2.073 1.1 -0.9 -1.2 0.67
C 5.177 -1.251 1.087 0.0 -1.6 0.0 0.66
N 6.292 -0.521 0.953 0.5 1.0 -0.4 -0.61
N 4.528 -0.800 -1.310 -0.7 0.8 1.7 -0.62
C -3.507 -2.669 -1.153 -0.2 0.5 0.2 -0.25
C 0.002 -0.275 -0.120 0.3 -0.4 0.1 -0.74
C 5.647 -3.002 -1.608 -0.1 0.3 0.1 -0.72
C 7.486 -0.686 1.780 -0.5 -0.3 0.1 -0.41
C -4.349 -0.639 -0.213 0.5 -0.1 -0.5 -0.07
C -3.701 2.915 -1.084 -0.8 0.2 -0.6 0.37
C 1.928 -1.753 1.303 0.1 -0.2 -0.3 -0.53
C -4.000 0.830 0.042 -0.6 0.2 -0.3 0.06
C -4.776 3.604 -0.238 0.7 -0.3 0.6 0.01
C -4.971 1.459 1.072 -0.8 0.5 0.2 0.06
C -4.768 2.980 1.162 -0.3 0.5 -0.4 0.06
C 2.871 -1.989 0.115 0.2 0.3 0.6 -0.41
C 4.047 -0.988 0.071 -0.3 0.0 -0.7 -0.15
H -3.811 4.443 -2.315 -0.1 -0.4 0.2 0.49
H -3.675 5.199 0.275 -0.4 -0.3 -0.2 0.47
H -6.897 1.815 1.280 0.5 -0.3 -0.3 0.49
H -5.799 4.538 1.842 0.1 -0.6 -0.2 0.49
H 6.320 0.159 0.209 0.0 -0.1 0.1 0.40
H 4.287 0.069 -1.762 0.1 0.0 -0.1 0.41
H -3.669 -3.232 -0.228 0.0 0.0 0.0 0.17
H -2.652 -3.103 -1.678 0.0 0.3 0.1 0.20
H -4.393 -2.773 -1.789 0.0 0.0 0.0 0.17
H 0.598 -0.357 -1.028 -0.1 0.1 0.0 0.21
H -0.627 0.612 -0.191 0.1 0.0 0.1 0.23
H -0.636 -1.155 -0.024 -0.1 0.1 -0.1 0.23
H 6.253 -3.472 -2.381 -0.1 0.2 0.0 0.25
H 6.227 -2.952 -0.690 -0.1 -0.1 0.2 0.23
H 4.751 -3.597 -1.455 0.0 -0.1 0.2 0.23
H 7.879 -1.698 1.661 0.0 0.1 0.1 0.21
H 7.231 -0.534 2.831 0.1 0.0 -0.1 0.21
H 8.251 0.034 1.486 -0.2 0.0 -0.1 0.21
H -4.558 -1.136 0.740 0.0 0.1 0.1 0.18
H -5.253 -0.695 -0.829 0.0 0.0 0.0 0.20
H -2.724 3.033 -0.605 0.3 -0.1 0.1 0.12
H 2.500 -1.857 2.226 -0.1 0.2 0.1 0.25
H 1.169 -2.535 1.299 -0.1 0.0 0.1 0.22
H -2.988 0.873 0.459 0.1 0.1 0.1 0.18
H -5.749 3.420 -0.709 0.2 0.4 0.1 0.22
H -4.766 1.021 2.055 0.1 -0.1 0.0 0.18
H -3.801 3.182 1.636 0.2 0.0 0.0 0.16
H 2.291 -1.910 -0.805 0.2 0.1 -0.1 0.21
H 3.257 -3.006 0.178 0.0 0.0 0.1 0.23
H 3.639 -0.020 0.361 -0.1 0.2 0.0 0.24
```
Forces are in eV/Å.

Energy above the lowest of the compared OMol25 structures with the same formula, charge and spin, kcal/mol: 0.0
HOMO energy, eV: -8.73
Structure (SMILES): COC[C@H]1O[C@@H](O)[C@H](O)[C@@H](O)[C@H]1O.CNC(=O)[C@H](CCSC)NC(C)=O
Frontier orbital gap, Ha: 0.32927
Spin multiplicity: 1



Molecular formula: C3H5N3O
Method: DFT, ωB97M-V with the def2-TZVPD basis set

XYZ file:
```
12
Properties=species:S:1:pos:R:3:forces:R:3:nbo_charge:R:1
C -0.305 -0.196 -0.168 3.6 -1.8 -3.3 0.45
C -0.572 -0.100 1.220 -0.9 -1.0 3.3 -0.55
C 0.754 0.463 1.773 -2.2 0.1 0.0 0.06
H -0.784 0.143 -3.251 1.1 -2.2 2.9 0.36
H 0.599 0.050 -2.332 1.6 0.7 0.0 0.35
H -0.738 -1.037 1.868 0.0 0.9 -1.5 0.26
H -1.514 0.424 1.181 -0.2 0.8 1.4 0.27
H 0.944 0.734 2.785 0.0 0.1 0.6 0.22
N -0.223 -0.470 -2.476 -2.3 1.1 -1.4 -0.64
N -0.895 -0.554 -1.223 -2.1 0.9 -0.5 -0.30
N 1.680 0.509 0.939 -0.6 -0.7 -2.2 -0.06
O 1.055 0.034 -0.316 2.0 1.1 0.6 -0.41
```
Forces are in eV/Å.

Energy above the lowest of the compared OMol25 structures with the same formula, charge and spin, kcal/mol: 108.3
HOMO energy, eV: -8.79
Structure (SMILES): N/N=C1/CC=NO1
Frontier orbital gap, Ha: 0.34998
Spin multiplicity: 1



Number 5 is which compound? C15H30N2O8S



spin multiplicity of number 3 (C2H14O4S2)? 1